Formula: C41H37Zr
Source: the Open Molecules 2025 dataset
Level of theory: ωB97M-V/def2-TZVPD

For the LUMO energy, the calculation gives 0.073 hartree. The calculation puts the energy relative to the best compared isomer or geometry (same formula, charge and spin) at 0.0 kcal/mol.

The geometry in ORCA input format:
```
! RIJCOSX wB97M-V def2-TZVPD def2/J DEFGRID3
* xyz -1 1
C -4.788 2.098 5.217
C -3.609 1.840 5.926
C -2.655 0.956 5.426
C -2.912 0.217 4.251
C -1.927 -0.710 3.684
C -0.550 -0.416 3.747
C 0.489 -1.231 3.312
C 1.887 -0.962 3.502
C 2.869 -1.929 3.141
C 4.226 -1.655 3.292
C 4.648 -0.436 3.850
C 3.687 0.498 4.268
C 2.327 0.235 4.111
C -2.416 -1.929 3.042
C -1.803 -2.461 1.887
C -2.245 -3.651 1.315
C -3.290 -4.369 1.907
C -3.908 -3.868 3.064
C -3.511 -2.642 3.595
C -4.153 0.420 3.593
C -5.041 1.397 4.032
H -5.507 2.837 5.580
H -3.425 2.348 6.871
H -1.711 0.789 5.954
H -0.304 0.534 4.218
H 0.278 -2.223 2.922
H 2.526 -2.887 2.746
H 4.960 -2.411 3.003
H 5.715 -0.229 3.964
H 4.007 1.423 4.744
H 1.597 0.961 4.468
H -0.969 -1.920 1.435
H -1.756 -4.013 0.407
H -3.626 -5.313 1.471
H -4.711 -4.427 3.546
H -4.025 -2.234 4.475
H -4.386 -0.175 2.705
H -5.934 1.604 3.443
C 0.645 0.008 -1.010
Zr 0.885 0.726 -3.184
C -0.320 2.607 -3.185
C 0.176 0.327 -5.560
C 0.998 -0.784 -5.177
C 0.240 -1.616 -4.267
C 0.618 -2.731 -3.486
C -0.268 -3.205 -2.536
C -1.523 -2.586 -2.329
C -1.917 -1.479 -3.066
C -1.050 -0.977 -4.061
C -1.071 0.228 -4.864
C 3.278 0.364 -3.384
C 3.052 1.103 -4.595
C 2.952 2.505 -4.267
C 2.596 3.616 -5.050
C 2.350 4.824 -4.419
C 2.440 4.945 -3.015
C 2.772 3.860 -2.215
C 3.044 2.623 -2.823
C 3.218 1.287 -2.283
H 1.232 -0.900 -0.793
H 1.014 0.804 -0.329
H -0.401 -0.201 -0.732
H -0.365 3.169 -4.135
H -1.362 2.290 -2.969
H -0.048 3.338 -2.406
H 0.427 1.062 -6.321
H 1.931 -1.101 -5.632
H 1.600 -3.174 -3.659
H -0.005 -4.070 -1.929
H -2.184 -2.995 -1.568
H -2.862 -0.965 -2.888
H -1.948 0.861 -4.981
H 3.566 -0.683 -3.322
H 3.174 0.743 -5.612
H 2.503 3.490 -6.131
H 2.079 5.700 -5.006
H 2.230 5.911 -2.561
H 2.801 3.927 -1.126
H 3.450 1.082 -1.238
*
```

Formula: C3H3N2S
Source: the Open Molecules 2025 dataset
Level of theory: ωB97M-V/def2-TZVPD

For the LUMO energy, the calculation gives 0.146 hartree. The calculation puts the energy relative to the best compared isomer or geometry (same formula, charge and spin) at 60.4 kcal/mol.

The geometry in ORCA input format:
```
! RIJCOSX wB97M-V def2-TZVPD def2/J DEFGRID3
* xyz -1 1
C 0.318 0.738 -0.299
C 0.015 -0.527 -0.662
C -1.356 0.105 0.887
N -0.405 1.222 0.714
N -1.076 -1.014 0.116
S -2.701 -0.323 -0.364
H 1.160 1.388 -0.537
H 0.315 -1.229 -1.546
H -1.998 0.084 1.863
*
```

Formula: F2H4N2P
Source: the Open Molecules 2025 dataset
Level of theory: ωB97M-V/def2-TZVPD

For the LUMO energy, the calculation gives -0.163 hartree. The calculation puts the energy relative to the best compared isomer or geometry (same formula, charge and spin) at 3.7 kcal/mol. Its SMILES is NP(=[NH2+])(F)F.

The geometry in ORCA input format:
```
! RIJCOSX wB97M-V def2-TZVPD def2/J DEFGRID3
* xyz 1 1
N -0.443 -1.375 0.428
N -0.310 1.397 -0.530
F 1.300 -0.520 -1.042
F 1.328 0.310 1.175
P 0.314 0.028 0.008
H -1.205 -1.363 1.021
H -0.091 -2.304 0.398
H -0.400 1.591 -1.473
H -0.492 2.235 0.015
*
```

Formula: C5H10O
Source: the Open Molecules 2025 dataset
Level of theory: ωB97M-V/def2-TZVPD

For the LUMO energy, the calculation gives 0.039 hartree. The calculation puts the energy relative to the best compared isomer or geometry (same formula, charge and spin) at 8.1 kcal/mol. Its SMILES is CCCCC=O.

The geometry in ORCA input format:
```
! RIJCOSX wB97M-V def2-TZVPD def2/J DEFGRID3
* xyz 0 1
C -2.395 0.320 -0.014
C -1.100 -0.477 0.098
C 0.156 0.364 -0.123
C 1.411 -0.502 -0.110
C 2.697 0.238 0.135
O 2.772 1.412 0.403
H -3.268 -0.314 0.174
H -2.414 1.141 0.711
H -2.510 0.758 -1.013
H -1.037 -0.939 1.093
H -1.116 -1.306 -0.623
H 0.090 0.889 -1.085
H 0.235 1.144 0.645
H 1.513 -1.068 -1.046
H 1.352 -1.270 0.677
H 3.613 -0.392 0.078
*
```